(1)
{
  "formula": "C28H60NbO7",
  "method": "wB97M-V/def2-TZVPD",
  "elements": ["C", "C", "O", "O", "C", "C", "C", "C", "C", "C", "Nb", "H", "H", "H", "H", "H", "H", "H", "H", "H", "H", "H", "H", "H", "H", "H", "H", "H", "H", "H", "H", "C", "C", "C", "O", "C", "H", "H", "H", "H", "H", "H", "H", "H", "C", "C", "C", "O", "C", "H", "H", "H", "H", "H", "H", "H", "H", "C", "C", "C", "O", "C", "H", "H", "H", "H", "H", "H", "H", "H", "C", "C", "C", "O", "C", "H", "H", "H", "H", "H", "H", "H", "H", "C", "C", "C", "O", "C", "H", "H", "H", "H", "H", "H", "H", "H"],
  "xyz": [[-2.361658, 3.145283, -0.761757], [-3.738998, 2.447187, -0.348358], [-4.197386, 2.556412, 0.815465], [-4.406198, 1.665421, -1.342825], [-4.030725, 0.264798, -1.171271], [-2.616361, -0.122392, -1.810658], [-2.399100, 0.397467, -3.307412], [-0.972195, -0.022639, -3.941690], [0.268702, 0.241279, -2.916356], [0.886691, -1.120574, -2.307900], [0.716619, -1.325343, -0.050097], [-2.048241, 2.892726, -1.839788], [-1.565213, 2.729179, -0.050018], [-2.395037, 4.287324, -0.705803], [-4.898897, -0.381989, -1.528597], [-3.930908, 0.095388, -0.033999], [-2.539375, -1.270775, -1.794948], [-1.804200, 0.367200, -1.154660], [-3.215953, -0.065696, -3.981264], [-2.499194, 1.525573, -3.417015], [-0.786634, 0.673449, -4.843435], [-0.961586, -1.091487, -4.347151], [0.020697, 1.035941, -2.132938], [1.100860, 0.698706, -3.576758], [2.006527, -1.174285, -2.588462], [0.362515, -1.983888, -2.862372], [2.328068, -0.468934, 0.234947], [-0.120389, 0.272792, 0.173444], [-0.887080, -2.218818, -0.193258], [1.536902, -2.950627, -0.195454], [0.623368, -1.636985, 1.741152], [2.757800, -5.856047, -2.784662], [1.447310, -6.078007, -3.505738], [0.771931, -4.728809, -3.351647], [1.812842, -3.746209, -3.301773], [3.070283, -4.415252, -3.136791], [3.547476, -6.548728, -3.083497], [2.607876, -5.952728, -1.704289], [1.636173, -6.283100, -4.565215], [0.855196, -6.900405, -3.099396], [0.210417, -4.670151, -2.412788], [0.093366, -4.502387, -4.178334], [3.611679, -4.347655, -4.083752], [3.655806, -3.911613, -2.363648], [-0.316420, 6.129675, 2.859360], [0.795364, 6.427986, 1.877739], [0.334180, 5.678904, 0.642906], [-1.100093, 5.676804, 0.670533], [-1.537307, 6.124118, 1.960545], [-0.390318, 6.853136, 3.673265], [-0.169267, 5.136569, 3.296018], [0.830055, 7.503144, 1.671788], [1.782299, 6.114730, 2.222251], [0.671509, 4.637274, 0.660683], [0.682646, 6.141905, -0.283291], [-1.948811, 7.133063, 1.843749], [-2.327469, 5.466220, 2.329190], [-5.887805, 1.563792, 3.490944], [-6.151717, 2.158978, 4.857145], [-5.240195, 1.331554, 5.743608], [-4.116732, 0.950029, 4.941268], [-4.407935, 1.248537, 3.565813], [-6.138865, 2.229903, 2.664766], [-6.462054, 0.638632, 3.372026], [-5.836306, 3.207575, 4.871954], [-7.198991, 2.113273, 5.162288], [-5.738083, 0.415665, 6.081330], [-4.893939, 1.883497, 6.621234], [-3.803507, 2.112927, 3.275225], [-4.126830, 0.400778, 2.938037], [0.432562, 0.536727, 5.733798], [-0.924885, -0.128521, 5.778023], [-1.299585, -0.174185, 4.310056], [-0.075960, -0.284296, 3.572415], [1.020748, -0.033867, 4.457155], [1.048823, 0.338193, 6.613253], [0.311729, 1.621277, 5.637805], [-0.826714, -1.146343, 6.170746], [-1.656767, 0.403483, 6.388476], [-1.797257, 0.749626, 3.998279], [-1.950121, -1.018459, 4.069350], [1.525244, -0.988508, 4.644356], [1.729649, 0.646637, 3.980012], [8.050635, -3.453069, -4.419234], [7.389899, -2.400136, -3.557090], [5.985153, -2.363419, -4.125805], [5.701110, -3.681719, -4.615205], [6.918331, -4.438012, -4.635696], [8.929842, -3.908975, -3.960275], [8.352471, -3.013992, -5.376078], [7.362690, -2.737028, -2.515755], [7.887840, -1.429592, -3.588623], [5.916049, -1.669948, -4.970719], [5.238292, -2.079860, -3.380932], [6.870584, -5.172033, -3.823502], [7.002453, -4.973249, -5.584418]],
  "forces_ev_per_angstrom": [[-0.163, -0.409, -0.672], [-0.413, 0.587, 2.157], [1.383, -0.456, -4.299], [1.410, 0.676, 1.507], [0.629, -1.171, 0.995], [-0.242, 0.731, -0.473], [-0.139, -0.900, -0.725], [0.135, 1.104, 0.482], [0.647, -0.115, -1.183], [-0.212, -0.311, -1.226], [0.230, 0.766, -1.897], [-0.654, 0.136, 1.727], [-1.147, 0.710, -0.936], [-0.158, -1.747, 0.352], [1.167, 1.041, 0.169], [-0.277, -0.004, -1.672], [0.133, 1.799, 0.202], [-1.166, -1.177, -0.878], [1.060, 0.765, 0.972], [0.034, -1.403, 0.434], [-0.452, -1.095, 1.205], [-0.024, 1.378, 0.807], [0.101, -1.074, -1.054], [-1.215, -0.505, 1.078], [-1.692, -0.073, 0.355], [1.037, 1.245, 0.835], [0.233, 0.107, 0.492], [-0.404, 0.677, 0.420], [-0.306, -0.130, 0.461], [0.220, -0.401, 0.236], [0.211, -0.767, -0.109], [0.186, -0.139, 0.500], [-0.138, -0.253, -0.383], [-0.121, 0.388, 0.302], [0.121, -0.761, -0.166], [-0.008, 0.279, -0.352], [-0.010, 0.054, -0.014], [0.024, 0.015, -0.068], [-0.029, -0.016, 0.042], [-0.001, 0.064, -0.010], [-0.059, -0.021, -0.015], [0.050, 0.086, 0.017], [0.036, -0.062, 0.142], [-0.125, 0.080, 0.002], [-0.030, -0.288, 0.376], [0.263, 0.365, -0.081], [-0.010, -0.367, -0.224], [0.244, 0.289, 0.337], [-0.287, 0.096, -0.195], [-0.026, -0.035, -0.055], [-0.038, 0.077, -0.010], [0.036, -0.055, 0.004], [-0.067, -0.011, -0.053], [0.084, 0.036, -0.024], [-0.117, -0.047, 0.000], [-0.038, 0.018, 0.097], [0.018, -0.020, -0.145], [-0.263, -0.202, -0.265], [-0.094, 0.360, 0.169], [0.196, -0.289, 0.077], [-0.439, 0.124, 0.154], [0.362, 0.165, -0.157], [0.123, -0.088, 0.030], [0.029, 0.050, -0.020], [-0.039, -0.053, 0.021], [0.060, -0.005, 0.020], [-0.089, 0.043, 0.084], [0.080, -0.075, -0.024], [-0.070, -0.082, -0.129], [0.077, 0.048, 0.103], [0.178, 0.354, 0.122], [-0.240, -0.256, 0.321], [0.016, 0.182, -0.433], [-0.073, 0.326, 0.797], [0.009, -0.288, -0.364], [0.003, 0.011, -0.047], [0.023, -0.044, 0.024], [-0.020, 0.046, -0.015], [-0.013, -0.040, -0.105], [-0.052, -0.080, 0.101], [0.067, 0.047, -0.093], [0.113, 0.041, 0.030], [-0.048, -0.091, -0.102], [0.336, 0.000, -0.319], [0.027, 0.087, 0.436], [-0.336, 0.158, -0.162], [0.640, 0.087, -0.034], [-0.299, -0.199, 0.092], [-0.060, -0.002, -0.033], [0.009, -0.057, 0.049], [-0.009, 0.070, -0.056], [-0.065, -0.050, -0.004], [0.004, 0.075, 0.059], [-0.044, -0.094, -0.110], [0.088, -0.057, -0.028], [-0.109, 0.020, 0.026]],
  "homo_energy_ha": -0.155,
  "total_charge": -1,
  "lumo_energy_ev": 2.56,
  "e_tot_ev": -45881.1880,
  "spin_multiplicity": 1
}

---

(2)
{
  "formula": "C20H34N6O6RuSSe",
  "method": "wB97M-V/def2-TZVPD",
  "elements": ["Ru", "N", "C", "C", "N", "C", "C", "N", "H", "H", "H", "H", "H", "H", "H", "H", "H", "H", "H", "H", "H", "Se", "C", "N", "C", "C", "C", "C", "C", "C", "C", "S", "O", "O", "N", "C", "C", "C", "O", "O", "H", "H", "H", "H", "H", "H", "H", "H", "H", "H", "H", "H", "O", "C", "O", "C", "N", "C", "C", "C", "H", "H", "H", "H", "H", "H", "H", "H", "H"],
  "xyz": [[-1.267592, -0.247674, -0.347775], [0.310938, -0.529726, -2.078556], [1.648038, -0.100914, -1.630749], [1.885643, -0.627835, -0.229682], [0.876458, -0.042299, 0.665439], [0.855663, -0.632253, 2.010908], [-0.426892, -0.217246, 2.703427], [-1.568751, -0.751704, 1.935604], [0.315352, -1.507222, -2.349547], [-0.011378, 0.024023, -2.865301], [1.655641, 0.989757, -1.622792], [2.433459, -0.442821, -2.307722], [2.899107, -0.391088, 0.102439], [1.763526, -1.713617, -0.198837], [1.056326, 0.960203, 0.747293], [1.725773, -0.323195, 2.596256], [0.894369, -1.718824, 1.895689], [-0.518051, 0.871397, 2.706672], [-0.434064, -0.564512, 3.738233], [-2.437904, -0.316132, 2.226482], [-1.649267, -1.754891, 2.063774], [-5.435198, -1.636477, -2.772243], [-3.953302, -1.184194, -1.972442], [-2.962336, -0.906066, -1.393837], [4.904912, 1.406748, 0.214697], [3.692058, 2.182207, 0.650248], [3.276906, 2.165987, 1.983092], [2.220232, 2.953241, 2.410570], [1.560511, 3.764901, 1.494858], [1.937402, 3.777726, 0.161138], [2.997016, 2.982123, -0.252874], [0.321681, 4.892576, 2.072469], [0.191203, 5.896758, 1.058127], [0.663829, 5.189989, 3.431532], [-1.099710, 4.064687, 2.140358], [-2.151192, 4.362771, 1.159303], [-1.829813, 3.847329, -0.233544], [-1.562208, 2.371944, -0.270431], [-2.058823, 1.614926, 0.619589], [-0.867507, 1.851892, -1.189897], [5.050132, 0.511532, 0.819556], [5.800265, 2.021155, 0.326306], [4.839403, 1.116493, -0.834154], [3.818073, 1.561814, 2.702113], [1.939950, 2.985093, 3.455528], [1.436711, 4.439025, -0.533064], [3.314551, 3.017373, -1.288633], [-1.407229, 4.008625, 3.100836], [-2.333768, 5.436339, 1.111895], [-3.053262, 3.870495, 1.518082], [-1.000372, 4.385698, -0.689062], [-2.700008, 4.010791, -0.876382], [0.634124, -3.920239, 0.318276], [-0.465406, -3.675603, -0.138700], [-1.014073, -2.536801, -0.342517], [-1.346102, -4.851080, -0.638471], [-2.611986, -4.250263, -1.221138], [-2.624140, -4.496722, -2.709667], [-1.168763, -4.803354, -3.027158], [-0.709622, -5.601617, -1.806475], [-1.594085, -5.489583, 0.206195], [-2.504548, -3.232552, -1.022721], [-3.459058, -4.590133, -0.775167], [-3.043349, -3.624383, -3.205912], [-3.262086, -5.357865, -2.898892], [-0.598246, -3.876838, -3.120706], [-1.071112, -5.352870, -3.960348], [0.369984, -5.643519, -1.684259], [-1.088006, -6.623522, -1.857361]],
  "forces_ev_per_angstrom": [[0.044, 0.043, -0.003], [-0.049, -0.020, -0.025], [0.015, 0.004, 0.011], [-0.009, -0.003, 0.008], [0.029, -0.030, -0.009], [0.012, -0.010, -0.001], [-0.006, 0.002, -0.005], [-0.005, -0.004, 0.016], [-0.007, 0.003, -0.003], [0.020, 0.006, -0.003], [-0.002, -0.009, -0.005], [-0.002, -0.012, 0.004], [-0.003, 0.002, -0.004], [0.001, -0.003, -0.001], [-0.010, 0.000, -0.015], [0.007, 0.011, 0.001], [-0.005, 0.004, 0.001], [0.007, -0.002, 0.002], [0.001, -0.003, -0.003], [0.007, 0.008, -0.001], [-0.004, -0.001, 0.000], [-0.049, -0.128, -0.102], [0.090, 0.099, 0.242], [-0.147, 0.086, -0.202], [-0.002, 0.018, 0.006], [0.009, -0.013, 0.022], [0.007, -0.014, -0.023], [0.005, 0.017, 0.008], [-0.112, -0.123, -0.007], [0.022, -0.004, -0.010], [-0.014, 0.022, -0.004], [0.000, 0.132, 0.108], [0.010, 0.034, 0.051], [-0.018, 0.038, -0.022], [0.204, -0.135, -0.203], [-0.079, 0.039, 0.047], [0.012, -0.056, -0.005], [-0.019, 0.012, 0.096], [-0.036, -0.018, -0.026], [0.031, 0.010, 0.011], [-0.001, 0.000, 0.000], [0.003, -0.002, -0.006], [0.001, -0.006, -0.002], [0.000, -0.004, 0.001], [-0.006, 0.002, -0.001], [0.007, -0.005, -0.001], [0.002, 0.001, 0.000], [-0.033, 0.006, 0.020], [-0.061, -0.009, -0.056], [0.022, 0.013, 0.064], [0.022, -0.040, 0.003], [0.020, 0.059, -0.021], [-0.040, 0.023, 0.122], [0.096, -0.082, -0.401], [0.089, 0.136, 0.262], [-0.071, -0.009, 0.060], [0.031, -0.047, 0.016], [0.040, 0.008, -0.018], [-0.013, -0.025, 0.023], [0.036, 0.016, -0.002], [-0.021, -0.021, -0.007], [-0.030, -0.016, -0.016], [-0.026, 0.018, -0.012], [-0.024, -0.034, 0.014], [-0.007, 0.008, 0.003], [0.008, 0.001, 0.000], [0.004, 0.001, -0.002], [-0.002, -0.002, 0.002], [-0.004, 0.005, 0.006]],
  "homo_energy_ha": [-0.403, -0.402],
  "total_charge": 1,
  "lumo_energy_ev": [-2.29, -4.35],
  "e_tot_ev": -121276.2127,
  "spin_multiplicity": 6,
  "relative_energy_kcal_mol": 8.6
}